A 4-piece molecular cluster, C34H68N6O5 overall at a distorted geometry, computed with ωB97M-V with the def2-TZVPD basis set.

The geometry in XYZ format:
```
113
Properties=species:S:1:pos:R:3:forces:R:3
C 0.4163 -2.7336 1.5659 -0.3 -1.0 0.9
C 0.7301 -1.9288 0.5927 0.2 1.1 -1.0
C 0.6514 -0.4333 0.6970 1.8 -0.1 -0.3
N -0.6219 0.0797 0.1884 0.0 0.0 1.1
C -1.5802 0.2841 1.1770 1.1 0.6 -0.2
N -1.3637 0.7260 2.4874 -0.1 -0.8 0.0
N -2.7941 0.0785 0.8476 -1.3 -0.2 -0.1
C -3.9697 0.2609 1.7059 -0.9 0.0 -0.5
C -5.1165 -0.6816 1.3298 0.0 0.6 0.3
O -4.9721 -1.9857 1.8654 0.1 0.1 -0.1
C -3.9728 -2.7104 1.2793 1.1 1.6 2.0
O -4.1182 -3.4223 0.3818 -0.6 -1.9 -2.6
H 0.1183 -3.7397 1.3203 0.7 -0.5 0.4
H 0.4905 -2.4304 2.5998 -0.8 0.2 0.3
H 1.1047 -2.3412 -0.3316 -0.8 0.0 -0.6
H 1.4342 -0.0149 0.0694 0.0 0.3 0.0
H 0.8997 -0.1309 1.7171 -0.3 0.2 0.0
H -0.4836 0.8974 -0.4058 -0.2 0.0 -0.2
H -0.6846 0.1659 2.9854 0.2 0.3 0.0
H -1.1697 1.7197 2.5453 0.1 0.0 -0.1
H -2.9740 -0.2244 -0.1061 0.2 0.0 0.0
H -3.7645 0.1137 2.7562 0.6 0.1 0.1
H -4.3241 1.2782 1.5554 0.0 0.2 0.1
H -5.9885 -0.2646 1.8176 -0.3 0.0 0.0
H -5.3161 -0.6748 0.2549 0.1 -0.3 -0.1
H -2.9669 -2.5605 1.7108 -0.2 0.1 0.4
C -7.0436 -5.3996 -1.3443 0.0 -0.1 -0.3
C -6.8495 -6.2793 -0.0833 0.3 1.6 -1.1
C -5.5378 -7.0645 -0.1879 0.1 -0.5 0.0
C -5.5977 -8.2462 -1.1541 -0.1 0.0 0.0
C -6.7957 -9.1403 -0.8401 0.5 0.1 0.2
C -8.1169 -8.3703 -0.7943 -0.9 -0.4 -1.7
N -8.0288 -7.1754 0.0942 1.5 -1.3 1.1
O -8.0725 -7.5661 1.3219 -0.7 0.2 0.4
C -8.5182 -7.9582 -2.2247 0.2 0.3 -0.1
C -9.2340 -9.3098 -0.3425 -0.1 0.0 0.6
C -6.7240 -5.2891 1.0729 -0.2 -0.2 0.6
H -8.1004 -5.2506 -1.5669 0.0 -0.1 0.0
H -6.6137 -4.4075 -1.2015 0.1 -0.1 0.1
H -6.5597 -5.8125 -2.2295 -0.1 -0.1 0.0
H -5.2627 -7.4455 0.8013 -0.2 0.0 0.1
H -4.7337 -6.3871 -0.4877 -0.1 0.1 0.0
H -5.6410 -7.8964 -2.1894 0.0 0.0 0.0
H -4.6782 -8.8295 -1.0712 0.0 0.0 0.0
H -6.8622 -9.9364 -1.5846 -0.2 0.0 0.0
H -6.6236 -9.6349 0.1213 -0.1 0.1 0.1
H -9.4128 -7.3334 -2.2127 0.0 0.0 0.0
H -8.7434 -8.8431 -2.8202 0.0 -0.1 0.1
H -7.7394 -7.4256 -2.7654 0.0 0.1 0.1
H -9.0268 -9.7676 0.6236 0.0 0.1 0.0
H -9.3510 -10.1203 -1.0615 0.1 0.1 -0.1
H -10.1864 -8.7815 -0.2739 0.0 0.0 0.0
H -7.6437 -4.7150 1.2046 0.0 -0.1 0.0
H -5.9130 -4.5903 0.8683 -0.2 -0.2 -0.2
H -6.4890 -5.7809 2.0170 -0.2 -0.1 0.0
C -0.0652 5.7031 0.5089 -0.1 0.2 -0.1
C 0.7208 4.4675 -0.0001 -0.8 1.3 1.3
C 2.2245 4.6920 0.1889 0.5 -0.1 -0.4
C 2.8329 5.6529 -0.8261 0.0 0.1 -0.1
C 2.4704 5.2351 -2.2511 0.3 -0.3 0.5
C 0.9631 5.0676 -2.4592 -0.5 1.7 -1.1
N 0.3584 4.1856 -1.4169 2.2 -1.2 0.0
O 0.6453 2.9507 -1.6799 -0.9 -0.5 -0.2
C 0.2901 6.4543 -2.4563 -0.1 0.1 0.3
C 0.7003 4.5207 -3.8620 0.0 -0.7 0.1
C 0.2927 3.3184 0.8944 -0.1 -0.8 0.0
H -1.0002 5.8341 -0.0364 0.0 0.0 0.0
H -0.3332 5.5968 1.5606 0.1 -0.1 0.0
H 0.5072 6.6259 0.4377 0.0 0.0 -0.1
H 2.7522 3.7353 0.1084 -0.1 0.0 -0.1
H 2.4142 5.0575 1.2011 -0.2 0.0 0.0
H 2.5067 6.6785 -0.6320 0.0 0.0 0.0
H 3.9183 5.6541 -0.7133 0.0 0.0 0.0
H 2.8564 5.9730 -2.9564 -0.2 0.0 -0.1
H 2.9828 4.2956 -2.4829 -0.1 -0.1 0.0
H -0.7958 6.3614 -2.5154 0.0 0.0 0.0
H 0.6176 7.0296 -3.3214 0.1 -0.1 -0.1
H 0.5323 7.0601 -1.5869 0.0 -0.1 0.0
H 1.2158 3.5788 -4.0450 -0.1 0.0 0.1
H 1.0568 5.2292 -4.6081 0.0 0.1 0.1
H -0.3672 4.3657 -4.0297 0.0 0.0 0.0
H -0.7758 3.1014 0.7712 0.0 0.1 -0.1
H 0.4709 3.5614 1.9429 0.0 0.3 -0.1
H 0.8528 2.4037 0.6969 0.0 0.1 -0.1
C 9.1109 4.1569 2.1164 0.2 -0.1 -0.1
C 7.6589 3.7012 1.8239 1.4 0.6 1.3
C 7.5008 2.2111 2.1447 -0.2 -0.4 -0.3
C 8.1326 1.2828 1.1102 0.0 0.1 0.0
C 7.6536 1.6355 -0.2960 -0.2 -0.2 0.5
C 7.8652 3.1098 -0.6448 1.6 0.0 -1.2
N 7.3085 4.0123 0.4057 -1.5 -1.8 0.3
O 6.0256 4.0427 0.2888 -0.4 0.8 -0.2
C 9.3696 3.3752 -0.8506 0.2 0.0 0.3
C 7.2384 3.4016 -2.0077 -0.6 0.2 0.1
C 6.7904 4.4960 2.7994 -0.6 0.1 -0.3
H 9.4096 4.9778 1.4647 0.0 0.0 0.0
H 9.2113 4.5219 3.1381 -0.2 -0.1 0.0
H 9.8380 3.3519 2.0123 0.0 0.0 -0.1
H 6.4354 1.9665 2.2185 0.0 0.1 -0.1
H 7.9289 2.0060 3.1285 0.0 0.2 0.0
H 9.2233 1.3288 1.1661 0.0 0.0 0.0
H 7.8627 0.2492 1.3371 0.0 0.0 0.0
H 8.1717 1.0096 -1.0256 0.0 0.2 -0.1
H 6.5902 1.3856 -0.3795 0.0 0.2 0.0
H 9.5581 4.4369 -1.0164 0.0 0.0 0.0
H 9.7284 2.8368 -1.7280 -0.2 0.0 0.0
H 9.9925 3.0453 -0.0233 0.0 0.1 0.0
H 6.1784 3.1509 -2.0406 0.0 0.1 0.1
H 7.7306 2.8080 -2.7776 0.1 0.0 0.1
H 7.3502 4.4544 -2.2730 0.0 0.0 0.0
H 6.8523 5.5674 2.6008 0.0 0.0 0.0
H 7.1309 4.3204 3.8193 0.2 -0.1 -0.1
H 5.7430 4.1972 2.7603 0.0 0.1 -0.2
```
Positions in Å, forces in eV/Å.

Computed properties:
Electronic energy   -2040.54004 hartree
Frontier orbital gap (spin up / spin down)   0.220 / 0.251 Ha
Net charge   +1
Spin multiplicity   4

Mulliken atomic charge list, values in e, 4 entries: atom 1 (C): -0.804, atom 2 (C): -0.339, atom 3 (C): -0.606, atom 4 (N): -0.152